Below is C31H23N6O2Ru as an isolated structure, with properties calculated with ωB97M-V/def2-TZVPD.

E_HOMO (alpha / beta): -15.974 / -15.975 eV
Electronic energy: -48112.9017 eV
Net charge: +3
HOMO-LUMO gap (alpha / beta): 6.20 / 6.20 eV
Energy above the lowest of the compared OMol25 structures with the same formula, charge and spin: 0.0 kcal per mole

Geometry as XYZ:
```
63
Properties=species:S:1:pos:R:3:forces:R:3:nbo_charge:R:1
Ru -1.618 2.190 -1.043 0.4 0.2 0.2 0.912
C -3.437 5.520 1.163 -0.1 0.1 0.0 -0.218
C -4.714 5.527 0.631 0.0 0.0 0.1 -0.104
C -5.065 4.560 -0.302 -0.1 0.0 0.0 -0.190
C -4.127 3.631 -0.697 0.2 0.0 0.1 0.165
N -2.861 3.647 -0.196 -0.2 -0.2 0.6 -0.459
C -2.541 4.562 0.726 -0.1 -0.1 -0.1 0.086
C -4.381 2.593 -1.728 0.1 0.1 0.1 0.199
C -5.602 2.247 -2.279 -0.1 0.0 0.0 -0.188
C -5.628 1.282 -3.277 0.1 0.0 0.0 -0.107
C -4.447 0.701 -3.723 -0.1 0.0 -0.1 -0.189
C -3.260 1.070 -3.117 0.2 0.0 0.0 0.180
N -3.264 1.976 -2.132 -0.4 -0.3 0.1 -0.404
C -1.897 0.573 -3.450 0.1 0.1 0.2 0.178
C -1.628 -0.236 -4.535 0.0 0.0 -0.1 -0.193
C -0.321 -0.624 -4.788 0.1 0.0 0.0 -0.109
C 0.688 -0.190 -3.945 0.0 0.0 -0.1 -0.227
C 0.357 0.630 -2.883 -0.2 0.0 0.0 0.075
N -0.900 1.009 -2.630 -0.1 -0.7 0.2 -0.455
H -3.133 6.245 1.904 0.0 0.0 0.0 0.259
H -5.431 6.277 0.936 0.0 0.0 0.0 0.258
H -6.059 4.543 -0.726 0.0 0.0 0.0 0.247
H -1.538 4.518 1.127 0.0 0.0 0.0 0.212
H -6.519 2.703 -1.936 0.0 0.0 0.0 0.252
H -6.570 0.990 -3.719 0.0 0.0 0.0 0.260
H -4.465 -0.030 -4.518 0.0 0.0 0.0 0.249
H -2.426 -0.549 -5.193 0.0 0.0 0.0 0.248
H -0.092 -1.248 -5.642 0.0 0.0 0.0 0.256
H 1.719 -0.469 -4.110 0.0 0.0 0.0 0.251
H 1.122 1.010 -2.219 0.0 0.0 0.1 0.205
C 5.166 -7.383 1.503 0.1 -0.1 -0.2 -0.273
O 5.168 -6.609 2.734 -0.1 -0.1 0.0 -0.373
C 4.702 -5.416 2.801 0.0 0.2 0.0 0.527
C 4.225 -4.676 1.661 -0.1 -0.1 -0.1 -0.318
C 3.738 -3.432 1.833 0.0 0.1 0.2 -0.044
C 3.710 -2.837 3.154 0.4 0.1 -0.7 0.036
C 4.230 -3.580 4.280 0.0 0.1 0.0 -0.058
C 4.695 -4.830 4.107 0.0 -0.1 0.1 -0.269
N 3.322 -1.620 3.377 -1.2 0.0 1.7 0.002
N 2.786 -0.692 2.775 1.1 -0.2 -1.6 -0.048
C 1.668 -0.415 2.211 -0.4 0.1 0.5 0.110
C 0.478 -1.246 2.391 0.1 0.2 0.1 -0.150
C -0.699 -0.911 1.851 -0.2 0.1 -0.1 -0.255
C -0.818 0.268 0.998 0.5 0.0 0.2 0.590
O -1.867 0.549 0.413 -0.1 0.8 -1.2 -0.501
C 0.363 1.146 0.847 -0.3 -0.1 0.0 0.042
N 0.170 2.239 0.078 0.1 -0.1 -0.1 -0.407
C 1.184 3.089 -0.067 0.0 0.0 0.1 0.065
C 2.422 2.881 0.541 0.0 0.0 0.0 -0.191
C 2.623 1.750 1.301 0.1 -0.1 0.1 -0.130
C 1.568 0.850 1.461 0.0 -0.1 0.1 0.018
H 5.436 -8.390 1.797 0.0 0.0 0.1 0.250
H 5.912 -6.989 0.816 0.0 0.1 0.1 0.218
H 4.178 -7.377 1.050 -0.1 0.0 0.1 0.205
H 4.266 -5.109 0.672 0.0 -0.1 0.0 0.259
H 3.382 -2.861 0.985 0.0 0.0 0.0 0.227
H 4.210 -3.123 5.261 0.0 0.1 0.0 0.266
H 5.057 -5.422 4.937 0.0 0.0 -0.1 0.278
H 0.554 -2.125 3.020 0.1 0.0 0.0 0.251
H -1.587 -1.506 2.023 0.0 0.0 -0.1 0.266
H 1.003 3.961 -0.681 0.0 0.0 0.0 0.233
H 3.214 3.603 0.398 0.0 0.0 0.0 0.267
H 3.579 1.558 1.773 0.0 0.0 0.0 0.257
```
Forces are in eV/Å.